(1)
11
Properties=species:S:1:pos:R:3 method="wB97M-V/def2-TZVPD" charge=+1 multiplicity=1 homo_ev=-12.22
N -2.847 -0.438 -0.500
H -2.132 -0.671 -1.168
H -3.179 0.420 -0.968
H -2.417 0.034 0.355
H -3.603 -1.025 -0.162
C 2.739 0.863 0.373
C 2.020 -0.293 0.449
H 2.333 1.746 0.703
H 3.717 0.847 -0.212
H 0.903 -0.202 0.523
H 2.467 -1.281 0.608


(2)
66
Properties=species:S:1:pos:R:3 method="wB97M-V/def2-TZVPD" charge=0 smiles="CCCn1ncc(CN2CCC(n3nccc3NC(=O)CCc3ccccc3)CC2)c1C" multiplicity=1 homo_ev=-8.29
C -5.497 -2.256 1.344
C -6.612 -1.221 1.417
C -6.663 -0.333 0.170
N -5.488 0.491 0.070
N -5.317 1.487 0.939
C -4.158 2.039 0.639
C -3.559 1.393 -0.453
C -2.255 1.712 -1.106
N -1.399 0.532 -1.147
C -0.250 0.661 -2.015
C 0.859 1.558 -1.448
C 1.295 1.020 -0.081
N 2.295 1.877 0.512
N 1.940 2.910 1.283
C 3.057 3.523 1.616
C 4.173 2.898 1.049
C 3.641 1.844 0.335
N 4.246 0.870 -0.445
C 5.591 0.634 -0.516
O 6.426 1.328 0.014
C 5.921 -0.617 -1.311
C 5.852 -1.850 -0.388
C 4.479 -2.026 0.197
C 3.466 -2.624 -0.544
C 2.191 -2.755 -0.020
C 1.912 -2.286 1.253
C 2.912 -1.681 1.996
C 4.186 -1.553 1.471
C 0.079 0.911 0.837
C -1.002 0.056 0.163
C -4.451 0.388 -0.792
C -4.360 -0.625 -1.875
H -5.468 -2.845 2.257
H -4.532 -1.768 1.224
H -5.653 -2.933 0.507
H -6.459 -0.576 2.284
H -7.575 -1.722 1.528
H -6.742 -0.941 -0.733
H -7.532 0.328 0.235
H -3.792 2.875 1.202
H -1.798 2.563 -0.580
H -2.433 2.016 -2.144
H 0.154 -0.347 -2.170
H -0.582 1.044 -2.983
H 1.705 1.587 -2.138
H 0.490 2.578 -1.324
H 1.727 0.017 -0.204
H 3.028 4.389 2.246
H 5.206 3.158 1.136
H 3.627 0.200 -0.879
H 6.935 -0.518 -1.698
H 5.229 -0.735 -2.148
H 6.582 -1.724 0.412
H 6.125 -2.734 -0.969
H 3.680 -2.997 -1.536
H 1.415 -3.228 -0.606
H 0.919 -2.393 1.665
H 2.700 -1.309 2.987
H 4.962 -1.078 2.053
H -0.296 1.912 1.045
H 0.372 0.460 1.785
H -0.626 -0.966 0.036
H -1.891 0.018 0.796
H -4.511 -1.631 -1.488
H -5.107 -0.437 -2.648
H -3.370 -0.568 -2.316


(3)
12
Properties=species:S:1:pos:R:3 method="wB97M-V/def2-TZVPD" charge=0 smiles=O[C@H]1C[C@H]2O[C@@H]12 multiplicity=1 homo_ev=-9.99
O 1.597 -0.859 -1.000
C 0.351 -0.677 -0.409
C 0.245 -0.272 1.083
C -0.839 0.716 0.640
O -0.266 1.723 -0.134
C -0.626 0.418 -0.777
H 1.773 -0.052 -1.489
H -0.310 -1.530 -0.630
H -0.081 -1.091 1.726
H 1.135 0.205 1.503
H -1.758 0.940 1.148
H -1.227 0.478 -1.685


(4)
13
Properties=species:S:1:pos:R:3 method="wB97M-V/def2-TZVPD" charge=0 smiles="O=C1NOC2(CC2)S1" multiplicity=1 homo_ev=-9.59
O -2.690 -0.108 0.189
C -1.496 0.011 0.087
N -0.902 1.263 0.173
O 0.323 1.224 -0.554
C 0.958 0.040 -0.162
C 2.405 -0.152 -0.409
C 1.842 0.108 1.017
S -0.320 -1.232 -0.168
H -1.420 1.947 -0.393
H 2.901 0.684 -0.868
H 2.833 -1.139 -0.634
H 2.038 1.130 1.410
H 1.760 -0.710 1.688


(5)
50
Properties=species:S:1:pos:R:3 method="wB97M-V/def2-TZVPD" charge=0 smiles="COc1ccc([C@@H](CC(=O)Nc2ccccn2)N2Cc3ccccc3C2=O)cc1" multiplicity=1 homo_ev=-8.53
C -3.967 -3.957 0.878
O -3.356 -2.777 1.341
C -2.294 -2.283 0.653
C -1.743 -1.099 1.146
C -0.672 -0.505 0.516
C -0.107 -1.071 -0.625
C 1.030 -0.430 -1.388
C 0.592 0.868 -2.131
C -0.323 1.746 -1.302
O 0.078 2.647 -0.597
N -1.637 1.401 -1.431
C -2.722 1.798 -0.657
C -2.683 2.847 0.259
C -3.833 3.112 0.980
C -4.967 2.340 0.766
C -4.897 1.328 -0.177
N -3.806 1.060 -0.872
N 2.228 -0.220 -0.611
C 2.361 0.670 0.523
C 3.834 0.660 0.780
C 4.581 1.323 1.733
C 5.953 1.116 1.751
C 6.564 0.263 0.841
C 5.817 -0.406 -0.115
C 4.448 -0.197 -0.132
C 3.418 -0.744 -1.035
O 3.550 -1.496 -1.980
C -0.652 -2.256 -1.100
C -1.732 -2.861 -0.479
H -3.271 -4.803 0.893
H -4.366 -3.832 -0.133
H -4.786 -4.155 1.567
H -2.184 -0.656 2.025
H -0.293 0.422 0.916
H 1.361 -1.137 -2.162
H 0.085 0.582 -3.053
H 1.491 1.432 -2.385
H -1.867 0.606 -2.015
H -1.782 3.419 0.394
H -3.845 3.914 1.703
H -5.878 2.521 1.313
H -5.748 0.696 -0.391
H 1.819 0.280 1.392
H 1.978 1.670 0.293
H 4.113 1.988 2.443
H 6.556 1.628 2.485
H 7.633 0.122 0.881
H 6.274 -1.072 -0.830
H -0.228 -2.722 -1.978
H -2.123 -3.778 -0.890


(6)
53
Properties=species:S:1:pos:R:3 method="wB97M-V/def2-TZVPD" charge=0 smiles="CNC(=O)COc1coc(CN2CCN(c3ccccc3OC)CC2)cc1=O" multiplicity=1 homo_ev=-7.72
C 0.050 -1.773 5.147
N 0.719 -1.941 3.882
C 0.864 -3.137 3.295
O 0.428 -4.183 3.728
C 1.653 -3.064 1.974
O 0.885 -2.433 0.948
C 1.358 -1.308 0.352
C 1.185 -1.211 -0.992
O 1.511 -0.146 -1.730
C 2.015 0.929 -1.115
C 2.298 2.111 -2.016
N 1.168 2.937 -2.389
C 0.436 2.563 -3.574
C -0.524 1.371 -3.372
N -0.882 1.293 -1.972
C -1.585 0.180 -1.522
C -2.147 -0.731 -2.413
C -2.783 -1.882 -1.978
C -2.883 -2.143 -0.629
C -2.327 -1.258 0.282
C -1.667 -0.118 -0.141
O -1.039 0.751 0.723
C -1.161 0.520 2.106
C -1.089 2.606 -1.401
C 0.267 3.335 -1.317
C 2.246 0.944 0.217
C 1.940 -0.173 1.078
O 2.137 -0.145 2.295
H 0.752 -1.434 5.911
H -0.757 -1.043 5.059
H -0.362 -2.738 5.439
H 1.208 -1.143 3.475
H 2.603 -2.552 2.139
H 1.841 -4.090 1.638
H 0.731 -2.007 -1.563
H 3.017 2.755 -1.498
H 2.759 1.749 -2.938
H -0.134 3.448 -3.873
H 1.143 2.340 -4.375
H -0.032 0.436 -3.651
H -1.404 1.512 -4.022
H -2.101 -0.540 -3.473
H -3.206 -2.562 -2.702
H -3.380 -3.031 -0.272
H -2.397 -1.489 1.332
H -2.201 0.619 2.436
H -0.552 1.286 2.584
H -0.783 -0.467 2.385
H -1.524 2.518 -0.410
H -1.787 3.179 -2.033
H 0.103 4.417 -1.390
H 0.739 3.124 -0.359
H 2.656 1.821 0.692


(7)
19
Properties=species:S:1:pos:R:3 method="wB97M-V/def2-TZVPD" charge=0 smiles="C=CO.O.O.O.O" multiplicity=1 homo_ev=-8.90
C -2.234 0.705 2.067
C -1.314 1.090 1.234
O -1.106 0.503 0.031
H -2.298 1.224 3.028
H -2.811 -0.172 1.938
H -0.688 1.922 1.405
H -0.575 1.031 -0.578
O 0.181 1.555 -2.386
H 1.001 1.626 -1.857
H 0.531 1.397 -3.252
O 2.098 0.827 -0.295
H 2.810 1.274 0.107
H 2.262 -0.140 -0.209
O 1.949 -1.923 0.759
H 2.499 -2.687 0.931
H 1.167 -2.282 0.321
O -0.866 -2.253 -1.059
H -1.775 -2.414 -1.326
H -0.831 -1.283 -0.861


(8)
110
Properties=species:S:1:pos:R:3 method="wB97M-V/def2-TZVPD" charge=+2 multiplicity=5 homo_ev="-10.83 / -10.81"
Pd 1.699 -0.928 -0.447
C 6.287 -2.984 -0.778
N 6.044 -1.549 -0.410
C 7.157 -0.620 -0.776
C 4.796 -1.043 -0.344
N 3.758 -1.654 -0.758
N 4.693 0.198 0.284
C 3.781 1.213 0.075
N 4.124 2.414 0.683
N 2.725 1.095 -0.681
H 7.219 -3.351 -0.391
H 6.229 -3.158 -1.875
H 5.539 -3.563 -0.285
H 6.996 -0.374 -1.808
H 8.086 -1.216 -0.590
H 7.229 0.283 -0.174
H 3.837 -2.462 -1.337
H 5.240 0.260 1.160
H 4.986 2.441 1.194
H 3.364 2.875 1.147
H 2.148 1.962 -0.788
C -3.235 1.181 -1.268
C -3.688 2.439 -2.035
As -5.349 2.170 -2.900
C -6.541 1.371 -1.607
C -7.110 2.336 -0.742
C -7.765 1.953 0.384
C -7.905 0.579 0.661
C -7.392 -0.407 -0.215
C -6.636 0.027 -1.331
C -6.407 3.550 -3.576
C -6.001 4.876 -3.707
C -6.955 5.839 -4.077
C -8.251 5.431 -4.424
C -8.610 4.101 -4.416
C -7.733 3.175 -3.931
P -1.574 1.104 -0.437
C -0.480 1.761 -1.782
C -0.363 0.979 -2.955
C 0.302 1.423 -4.058
C 0.954 2.635 -4.059
C 0.809 3.509 -2.979
C 0.084 3.068 -1.857
C -1.605 2.407 0.808
C -0.400 2.660 1.442
C -0.328 3.664 2.397
C -1.460 4.396 2.749
C -2.661 4.124 2.104
C -2.752 3.113 1.141
H -3.155 0.408 -2.047
H -4.033 0.852 -0.586
H -3.050 2.888 -2.735
H -3.954 3.269 -1.328
H -7.155 3.376 -1.063
H -8.222 2.685 1.102
H -8.476 0.382 1.542
H -7.496 -1.478 -0.051
H -6.278 -0.736 -1.971
H -5.000 5.129 -3.420
H -6.624 6.858 -4.246
H -8.970 6.182 -4.676
H -9.546 3.730 -4.759
H -8.075 2.153 -3.834
H -0.770 -0.057 -2.941
H 0.396 0.847 -4.956
H 1.584 2.922 -4.899
H 1.355 4.441 -2.958
H -0.129 3.768 -1.088
H 0.477 2.099 1.118
H 0.620 3.926 2.838
H -1.496 5.155 3.526
H -3.513 4.785 2.360
H -3.685 2.859 0.668
O -0.370 -3.342 -0.458
B 0.816 -2.790 -0.953
O 1.509 -3.670 -1.740
C 0.713 -4.831 -1.739
C 1.055 -6.026 -2.338
C 0.212 -7.056 -2.013
C -0.913 -6.878 -1.261
C -1.262 -5.706 -0.722
C -0.387 -4.656 -0.942
H 1.832 -6.211 -3.012
H 0.327 -8.058 -2.487
H -1.500 -7.739 -1.004
H -2.120 -5.516 -0.052
N 6.534 -5.602 5.863
C 6.120 -4.450 5.338
C 5.093 -3.721 5.953
C 4.666 -2.543 5.471
C 5.267 -1.933 4.365
C 6.269 -2.704 3.708
C 6.753 -3.885 4.241
S 4.708 -0.426 3.736
O 4.269 0.418 4.806
O 5.747 0.099 2.837
N 3.492 -0.875 2.724
C 2.225 -0.781 2.835
S 1.338 -0.385 4.272
C -0.112 -0.817 3.481
C 0.164 -1.222 2.217
N 1.425 -1.173 1.845
H 5.946 -6.143 6.416
H 7.335 -6.073 5.527
H 4.737 -4.092 6.942
H 3.905 -1.946 5.996
H 6.706 -2.222 2.754
H 7.520 -4.518 3.736
H -1.064 -0.706 4.023
H -0.640 -1.569 1.610


Respective energy relative to the best compared isomer or geometry (same formula, charge and spin) values: 57.49, 7.19, 65.38, 79.04, 12.81, 107.90, 10.45, 25.56 kcal per mole.
Respective energy values: -135.4092, -1376.8341, -306.4021, -758.7542, -1279.0967, -1317.5388, -459.5771, -6007.6076 a.u..